Entry 1:
ORCA calculation (ωB97M-V/def2-TZVPD) on a structure of composition C4H2ClN3O6Tc.

```
17
Properties=species:S:1:pos:R:3:forces:R:3:lowdin_charge:R:1
Cl 1.503 0.034 2.525 -0.1 -0.3 -0.4 0.730
O 1.093 -1.405 2.475 0.0 0.2 0.1 -0.451
O 1.932 0.245 1.099 -0.1 0.1 0.1 -0.463
N -1.457 -1.924 -3.393 0.0 0.0 0.0 0.233
O 0.375 0.853 2.811 0.0 0.0 0.0 -0.290
N -1.241 1.104 0.253 0.2 0.0 0.0 0.243
C -1.383 -0.967 -2.751 0.1 0.0 0.0 -0.150
N -1.560 2.532 -2.981 0.0 0.0 0.0 0.221
O 2.564 0.245 3.422 0.0 0.0 0.0 -0.230
O -0.446 -0.983 -0.126 0.4 -0.1 0.1 -0.073
C -1.294 0.196 -1.976 0.1 0.0 0.1 -0.074
O 3.123 -2.678 0.195 0.0 -0.1 -0.2 -0.522
H -1.624 1.957 -0.120 0.0 0.0 0.0 0.122
H -0.934 1.079 1.220 0.0 0.0 0.0 0.097
C -1.445 1.460 -2.565 -0.1 0.0 0.0 -0.164
Tc 1.737 -1.820 0.434 -0.1 0.2 0.3 1.253
C -0.943 0.069 -0.524 -0.2 0.0 0.0 -0.483
```
Positions in Å, forces in eV/Å.

The expectation value of S² is 3.78. For the HOMO-LUMO gap (alpha / beta), the calculation gives 8.07 / 5.03 eV. For the highest occupied orbital energy (alpha / beta), the calculation gives -8.179 / -9.078 eV. As for the spin multiplicity: 4. The LUMO energy (alpha / beta) comes out at -0.110 / -4.044 eV.


Entry 2:
ORCA calculation (ωB97M-V/def2-TZVPD) on a cluster of 10 separate species, C14H28Cl16O6 in total at a distorted geometry.

```
64
Properties=species:S:1:pos:R:3:forces:R:3:lowdin_charge:R:1
Cl -0.497 1.794 -2.945 0.0 -0.3 -0.9 0.503
Cl -3.201 0.756 4.536 -0.5 -0.3 0.4 0.505
Cl -1.932 -1.478 -0.228 -0.7 -0.3 -0.1 0.532
H -1.681 -3.760 -1.660 -0.4 0.0 -0.7 -0.037
O 1.204 5.557 -0.999 1.9 -2.4 0.4 0.075
H -4.458 -1.612 -2.250 0.3 0.2 -0.2 0.003
H -4.926 2.445 4.028 0.1 -0.7 0.2 0.034
Cl 1.632 2.209 -4.945 -0.9 -0.3 0.0 0.418
H 2.978 2.189 -1.471 0.3 -0.1 0.2 0.075
H 3.014 -2.617 -1.542 -0.6 -0.1 0.2 -0.022
C 0.787 -3.383 0.893 -1.0 1.8 -0.7 -0.111
O 1.750 -5.639 3.220 0.3 -1.3 2.2 0.021
H 1.657 -2.896 0.453 -0.2 0.0 -0.3 0.080
H 0.264 -2.676 1.537 0.3 0.1 0.4 0.067
C 2.604 -2.054 -2.381 0.9 0.2 0.0 -1.007
H 2.312 -0.892 4.740 -0.1 0.3 0.0 0.022
C 2.182 2.108 -0.730 1.3 0.4 -1.1 -0.077
H 1.876 -5.494 5.419 -0.5 0.2 -0.5 0.093
H 1.623 1.247 -1.097 -0.4 0.2 0.7 0.018
Cl -1.939 4.341 0.479 0.0 0.6 -0.3 0.506
C -2.987 4.615 -0.930 0.4 -0.2 0.0 -0.969
H 0.786 -0.720 3.884 0.2 0.3 -0.2 -0.005
C 1.582 -0.166 4.382 0.2 -0.5 -0.1 -1.040
H 2.694 -6.826 4.544 -0.4 -0.1 0.1 0.087
C 2.413 -5.774 4.513 1.1 -0.7 -1.0 -0.034
C 1.660 -4.432 2.752 1.6 3.8 1.4 -0.636
Cl -3.853 1.977 2.005 -0.3 0.1 -0.2 0.509
H 3.376 -5.265 4.466 -0.2 0.4 0.1 0.090
H -0.826 0.421 -0.780 -0.1 0.5 0.4 -0.069
O 3.272 4.554 -0.830 -0.5 -0.6 0.1 -0.017
H -3.724 5.397 -0.749 0.0 -0.3 0.3 0.032
H 2.639 2.022 0.255 -0.4 -0.2 0.0 0.082
C 1.918 4.553 -0.881 -1.5 0.8 -0.7 -0.518
H 3.691 6.268 -2.020 -0.7 -0.3 0.0 0.095
H -3.254 2.970 4.059 -0.1 0.1 -0.4 0.023
C 4.001 5.718 -1.131 0.8 1.5 -0.4 -0.070
Cl -1.486 -5.556 -3.387 -0.8 1.0 1.5 0.355
C -3.912 2.159 3.748 0.7 0.8 0.2 -1.029
H -0.733 2.252 -5.240 0.1 -0.4 0.0 0.017
O 2.054 -3.383 3.339 -1.4 -2.8 -1.6 0.050
H -2.434 0.829 0.025 0.3 -0.1 0.0 -0.048
Cl -6.235 -0.577 -3.351 0.2 0.0 -0.3 0.491
C -2.043 -4.782 -1.770 0.8 -1.2 -0.5 -0.963
Cl 2.403 0.950 3.263 -0.2 -0.3 0.2 0.481
Cl -0.710 0.368 1.605 0.0 0.3 -0.3 0.511
Cl 0.995 -1.352 -2.104 -0.2 -0.4 0.1 0.399
H -0.057 0.546 -5.026 -0.3 0.1 0.4 0.019
C -0.075 1.581 -4.687 1.0 0.9 0.4 -0.906
Cl 0.870 0.684 5.761 0.0 0.0 0.1 0.483
Cl -3.803 -4.924 -1.460 0.8 0.2 -0.3 0.455
H -2.384 4.893 -1.795 0.1 -0.2 0.2 0.030
H 2.627 -2.672 -3.278 -0.3 0.2 -0.1 -0.014
O 1.157 -4.529 1.553 -0.1 -1.4 0.5 0.007
H 5.046 5.496 -1.345 -0.1 -0.9 0.1 0.090
H 0.008 -3.668 0.186 0.6 -0.1 -0.4 0.055
H -1.500 -5.378 -1.037 -0.4 -0.1 0.0 0.005
Cl -3.781 3.070 -1.289 -0.4 0.1 -0.4 0.483
C -1.526 0.224 0.032 0.5 -0.4 0.0 -1.004
H -4.525 0.186 -1.988 0.1 -0.4 0.0 -0.013
H 4.077 6.464 -0.340 -0.6 -0.3 0.4 0.091
Cl 3.792 -0.705 -2.552 0.2 0.1 -0.3 0.321
O 1.391 3.291 -0.860 -0.2 1.9 0.5 -0.072
Cl -3.276 -0.292 -3.893 -0.6 -0.4 0.2 0.465
C -4.579 -0.630 -2.709 0.1 0.4 0.2 -1.019
```
Positions in Å, forces in eV/Å.

The expectation value of S² is 0.75. For the HOMO-LUMO gap (alpha / beta), the calculation gives 1.66 / 9.95 eV. For the highest occupied orbital energy (alpha / beta), the calculation gives 0.338 / -7.969 eV. As for the spin multiplicity: 2. As for the charge: -1. The LUMO energy (alpha / beta) comes out at 1.996 / 1.983 eV.


Entry 3:
ORCA calculation (ωB97M-V/def2-TZVPD) on a cluster of 3 separate species, C38H68FIN2O10P2 in total at a distorted geometry.

```
122
Properties=species:S:1:pos:R:3:forces:R:3:lowdin_charge:R:1
C -6.867 0.469 2.790 0.0 0.1 -0.8 -0.619
H -2.268 0.732 3.841 0.0 -0.1 0.1 0.077
C 8.841 -2.267 -2.305 -0.1 -0.3 -0.1 -0.286
C 0.348 0.365 -0.218 0.4 0.2 -1.3 -0.195
H -0.338 -1.621 3.526 0.1 0.0 0.1 0.114
H 6.333 2.066 -4.811 -0.1 0.0 0.0 0.072
H 4.075 -4.618 0.131 0.0 0.1 0.0 0.067
H 2.564 1.768 5.051 0.0 0.0 0.0 0.075
H 6.428 -0.119 -6.957 0.1 -0.1 0.0 0.119
H -9.523 -0.015 2.709 0.3 -0.1 -0.1 0.033
H 5.564 2.128 -6.404 0.0 0.0 0.0 0.079
H 4.748 -3.004 0.089 -0.1 0.1 0.2 0.057
H 8.321 -4.329 -1.928 0.0 0.0 0.0 0.077
C 2.574 -3.115 -0.340 0.3 -0.3 -0.1 -0.257
C 6.409 0.203 -5.915 -0.2 0.0 -0.1 -0.285
C 3.586 -0.993 -1.398 -0.1 -0.4 0.3 -0.225
H 1.981 2.282 8.467 0.0 0.1 0.0 0.068
H -8.643 -3.857 -0.518 -0.3 -0.2 -0.2 0.112
O -9.773 -1.381 -3.197 -0.4 0.2 -0.2 0.121
O 8.901 -1.370 -3.419 0.1 0.8 0.5 -0.237
O -10.146 -2.724 -1.497 0.7 -0.3 0.0 -0.004
H 9.279 -4.069 -3.396 0.0 0.0 0.1 0.076
H 0.225 3.665 7.304 0.0 -0.1 -0.2 0.118
C -7.155 0.878 0.428 0.0 0.0 0.1 0.025
C 10.113 0.885 -4.248 1.0 0.4 0.0 -0.256
C 2.863 -0.034 -0.439 0.3 0.5 -0.9 -0.200
C 2.533 -0.270 5.776 1.0 -0.4 -0.2 -0.260
C -2.895 3.644 -2.344 0.1 0.0 -0.9 -0.178
I -7.609 -0.034 4.704 0.2 0.1 -0.4 0.902
C -3.453 2.197 -2.335 -1.0 0.5 0.2 -0.254
C -5.532 0.736 2.647 0.0 -0.1 0.7 -0.088
H -10.132 -3.494 0.383 0.0 -0.1 -0.2 0.128
H -1.504 3.011 -0.184 0.0 -0.1 -0.1 0.104
H 1.802 1.686 -1.207 -0.3 0.0 -0.1 0.110
H 10.593 1.808 -3.917 -0.3 0.1 0.1 0.119
F -4.481 2.153 -3.276 0.2 -0.3 0.0 -0.028
C -9.197 0.249 1.703 -0.2 0.2 -0.5 -0.181
C -1.688 1.966 0.066 0.2 -0.6 0.2 -0.115
O 7.559 -0.363 -5.294 -0.1 0.6 0.3 -0.230
C -1.826 -0.090 3.280 0.2 -0.1 0.1 -0.082
H 3.350 1.545 6.612 0.1 -0.1 0.0 0.071
H 3.401 -2.911 -2.342 -0.1 -0.1 0.1 0.112
H -10.569 -1.308 1.146 0.0 0.1 -0.1 0.116
H -1.276 0.355 2.453 0.0 -0.1 0.0 0.040
H -4.783 4.608 -2.738 -0.1 0.0 -0.4 0.079
O 0.331 1.852 6.400 0.0 -0.6 0.4 -0.210
H 5.501 -0.205 -5.461 0.0 0.0 0.0 0.106
H 0.576 0.753 0.778 -0.4 -0.2 0.1 0.108
O 8.767 0.978 -3.757 -2.4 0.9 2.0 -0.224
H 8.133 -1.914 -1.555 -0.1 0.0 -0.1 0.103
H -7.485 -3.280 -2.112 0.0 -0.2 -0.2 0.069
H 7.578 -3.648 -3.386 -0.1 0.1 0.1 0.074
C -0.896 -0.913 4.146 -0.3 0.1 -0.2 -0.273
H 3.725 -3.527 1.463 0.2 0.0 -0.1 0.066
H 2.002 -4.012 -0.604 -0.1 0.2 0.1 0.101
O 1.433 -0.299 6.694 -1.9 -0.7 2.2 -0.212
C -4.057 1.789 -0.984 0.5 0.1 -1.0 -0.141
H 10.662 0.080 -3.767 -0.3 -0.2 0.0 0.111
C -9.407 -3.097 -0.330 0.4 0.3 0.7 -0.192
C -8.703 -1.887 0.304 -0.8 -0.3 0.0 -0.169
H 3.564 0.782 -0.235 0.0 -0.2 0.4 0.105
C 10.219 0.804 -5.754 -0.3 -0.4 -0.1 -0.069
H 9.929 -0.178 -6.124 0.0 0.0 0.0 0.076
P -0.055 0.265 6.390 0.8 3.0 -6.0 0.566
C 3.863 -3.573 0.381 -0.3 -0.3 -0.2 -0.097
C 6.407 1.719 -5.846 0.0 0.0 0.1 -0.079
H -2.740 1.440 -2.663 0.2 0.2 0.1 0.132
C -5.779 1.184 0.271 -1.5 -0.2 -0.1 -0.188
H -1.011 2.526 7.828 0.0 -0.1 -0.1 0.111
H -7.805 0.909 -0.443 0.2 0.1 0.0 0.135
H 7.330 2.128 -6.257 0.0 0.0 0.0 0.066
H -7.580 -2.342 -3.612 0.0 0.0 0.1 0.091
O 0.062 -0.063 4.786 0.3 -0.1 0.5 -0.237
C 0.927 2.230 8.739 0.0 -0.1 0.0 -0.079
H -1.285 1.832 1.071 -0.3 0.1 0.0 0.088
H -10.112 -0.264 -0.187 0.1 -0.3 -0.1 0.114
C -9.392 -2.314 -2.555 0.0 0.3 -0.4 -0.530
H 11.252 0.982 -6.058 0.0 0.1 0.1 0.083
H 1.953 -2.552 0.363 0.0 0.1 -0.2 0.081
H -1.599 0.254 -1.260 0.3 -0.2 0.2 0.110
H 2.262 -0.683 4.808 -0.3 0.1 0.0 0.110
C -4.967 1.098 1.403 0.3 -0.2 0.3 -0.199
C -3.173 1.674 0.159 0.2 0.3 0.4 -0.187
C -8.117 -3.036 -2.966 0.0 0.3 0.3 0.017
O -1.535 0.249 6.537 0.9 -1.7 2.9 -0.210
H -3.779 4.335 -4.215 -0.2 0.2 0.0 0.074
H -2.628 -0.705 2.872 0.0 0.0 0.0 0.077
H -2.793 4.064 -1.345 0.1 -0.2 0.0 0.099
H 0.225 -0.724 -0.224 0.0 0.1 0.6 0.109
H 1.430 0.158 -2.060 0.1 0.3 0.0 0.105
H 4.141 0.987 5.125 0.0 -0.1 0.0 0.081
H 3.266 -0.962 6.196 -0.2 0.0 0.2 0.119
H -8.336 -3.917 -3.573 -0.1 -0.1 0.3 0.094
C 0.046 2.622 7.567 -0.1 0.2 0.3 -0.279
N -5.337 1.542 -0.973 1.0 -0.1 1.1 0.211
P 7.713 -0.257 -3.654 3.4 -5.3 -5.0 0.622
H -1.924 3.614 -2.851 0.1 0.1 0.4 0.110
C -3.779 4.615 -3.165 0.3 -0.3 1.0 -0.089
H 1.869 -2.086 -2.114 0.0 -0.1 0.1 0.100
H -4.881 0.685 3.514 0.1 0.0 -0.2 0.093
C -7.710 0.531 1.634 -0.3 -0.2 0.6 -0.274
O 6.545 -1.125 -3.284 -0.9 3.3 2.3 -0.208
H -0.590 1.579 -1.746 0.1 -0.2 0.1 0.099
H -1.456 -1.493 4.878 0.0 0.1 0.1 0.106
H 0.725 1.202 9.056 0.0 0.0 0.0 0.073
H 0.750 2.890 9.589 0.0 0.0 0.0 0.079
H -9.705 1.194 1.474 0.0 -0.1 0.1 0.122
H -3.370 5.616 -3.009 0.0 0.0 -0.3 0.074
H 9.579 1.545 -6.233 0.1 0.1 0.0 0.069
C -0.897 0.997 -0.867 -0.4 0.8 0.0 -0.176
H -8.249 -2.254 1.233 0.2 0.1 -0.2 0.131
C 1.606 0.618 -1.081 0.1 -0.8 0.7 -0.205
C 8.480 -3.660 -2.776 0.0 -0.1 -0.2 -0.074
C 3.182 1.089 5.637 -0.3 0.3 -0.1 -0.070
H 9.830 -2.275 -1.841 0.0 0.1 -0.1 0.116
C 2.824 -2.316 -1.623 0.2 0.5 -0.1 -0.212
H -7.920 -1.536 -0.374 0.0 0.1 0.2 0.107
H 3.765 -0.507 -2.364 -0.1 0.0 0.1 0.103
N -3.620 1.337 1.342 -0.5 0.3 -0.8 0.189
H 4.584 -1.224 -1.011 -0.1 0.1 0.0 0.086
H 2.623 -0.537 0.501 0.0 0.1 0.0 0.096
C -9.717 -0.801 0.678 0.2 0.3 0.4 -0.173
```
Positions in Å, forces in eV/Å.

For the HOMO-LUMO gap, the calculation gives 8.05 eV. For the highest occupied orbital energy, the calculation gives -8.748 eV. The LUMO energy comes out at -0.701 eV. As for the SMILES: CCCCCCCCCc1nc2cc(I)c(CCCCOC(C)=O)cc2nc1[C@@H](F)CC.CCOP(=O)(OCC)OCC.CCOP(=O)(OCC)OCC.